1.
Formula: C4H14O2S
Source: the OMol25 dataset
Level of theory: ωB97M-V/def2-TZVPD

```
21
C4H14O2S | the OMol25 dataset | ωB97M-V/def2-TZVPD
C 0.375 -2.400 -2.318
C 0.122 -1.456 -1.151
C 0.720 -0.065 -1.349
C 0.787 0.758 -0.056
S 2.119 1.997 -0.210
H -0.169 -3.337 -2.177
H -0.087 -2.039 -3.247
H 1.440 -2.576 -2.486
H 0.432 -1.928 -0.218
H -0.973 -1.359 -1.139
H 0.118 0.399 -2.137
H 1.741 -0.158 -1.732
H 0.967 0.023 0.731
H -0.072 1.365 0.213
H 1.746 2.693 0.887
H 0.351 2.740 3.415
H -0.364 1.576 2.969
O 0.466 2.053 2.746
H -2.493 0.512 2.592
H -3.953 0.433 2.651
O -3.271 0.771 2.017
```

Calculated values
Energy relative to the best compared isomer or geometry (same formula, charge and spin)   4.24 kJ/mol
M   126.22 g/mol
Orbital gap (alpha / beta)   0.1029 / 0.3271 Eh
Charge   -1
2S+1   2

2.
Formula: C25H30BrCl2CrN5O4
Source: the OMol25 dataset
Level of theory: ωB97M-V/def2-TZVPD

```
68
C25H30BrCl2CrN5O4 | the OMol25 dataset | ωB97M-V/def2-TZVPD
Cr 0.687 -1.027 1.150
Br -4.398 -1.765 5.327
C -2.958 -1.590 4.137
C -3.146 -1.023 2.884
C -2.065 -0.931 2.037
N -0.837 -1.353 2.366
C -0.666 -1.880 3.586
C -1.687 -2.019 4.498
H -4.112 -0.653 2.575
H -2.183 -0.485 1.055
H 0.344 -2.172 3.847
H -1.499 -2.441 5.475
N 3.894 0.328 -2.571
C 4.087 -1.062 -2.050
C 2.867 -1.436 -1.210
N 2.605 -0.494 -0.108
C 2.569 0.900 -0.594
C 3.794 1.279 -1.416
H 3.016 0.372 -3.102
H 4.649 0.596 -3.203
H 5.004 -1.073 -1.460
H 4.202 -1.753 -2.883
H 3.005 -2.435 -0.801
H 1.984 -1.454 -1.850
H 3.351 -0.573 0.581
H 2.474 1.570 0.255
H 1.679 1.023 -1.213
H 4.716 1.199 -0.840
H 3.702 2.299 -1.784
N 1.388 -5.698 1.575
C 0.246 -5.282 0.703
C 0.294 -3.741 0.577
O -0.564 -3.142 -0.040
O 1.313 -3.197 1.165
H 1.086 -6.067 2.474
H 1.849 -4.737 1.721
H 2.009 -6.375 1.140
H -0.711 -5.566 1.135
H 0.307 -5.731 -0.284
Cl -0.485 -0.728 -1.507
C -0.458 0.589 -2.673
C -0.148 0.290 -3.990
C -0.267 1.279 -4.952
C -0.688 2.549 -4.586
C -0.946 2.853 -3.259
Cl -1.321 4.479 -2.835
C -0.831 1.875 -2.248
N -0.940 2.138 -0.900
C -2.023 2.705 -0.193
C -3.295 2.789 -0.751
C -4.350 3.293 -0.009
C -4.149 3.687 1.304
C -2.885 3.589 1.866
C -1.805 3.109 1.135
C -0.419 3.077 1.754
C 0.019 1.678 2.167
O -0.023 1.283 3.315
O 0.444 0.929 1.158
H 0.112 -0.726 -4.262
H -0.057 1.052 -5.988
H -0.807 3.321 -5.334
H -0.378 1.542 -0.300
H -3.451 2.438 -1.763
H -5.333 3.364 -0.456
H -4.973 4.072 1.889
H -2.734 3.898 2.893
H -0.405 3.698 2.645
H 0.300 3.466 1.028
```

Calculated values
M   667.35 g/mol
Orbital gap (alpha / beta)   0.2454 / 0.2445 Eh
Charge   +2
2S+1   5

3.
Formula: C3CaO2
Source: the OMol25 dataset
Level of theory: ωB97M-V/def2-TZVPD

```
6
C3CaO2 | the OMol25 dataset | ωB97M-V/def2-TZVPD
O 1.311 1.350 -0.684
C 0.582 1.215 0.386
C -0.536 0.323 0.233
C -0.867 -0.875 0.986
O -0.905 -2.045 1.003
Ca 0.416 0.032 -1.923
```

Calculated values
Energy relative to the best compared isomer or geometry (same formula, charge and spin)   0.00 kJ/mol
M   108.11 g/mol
Orbital gap (alpha / beta)   0.1672 / 0.1672 Eh
Charge   0

4.
Formula: C20H47N4O5S2
Source: the OMol25 dataset
Level of theory: ωB97M-V/def2-TZVPD

```
78
C20H47N4O5S2 | the OMol25 dataset | ωB97M-V/def2-TZVPD
C 7.431 -0.159 -0.340
C 6.190 0.332 -1.075
S 5.425 1.690 -0.215
O 6.409 2.743 -0.146
O 4.941 1.149 1.039
N 4.266 2.204 -1.176
S 2.974 1.385 -1.527
O 2.548 1.727 -2.865
O 3.065 -0.042 -1.218
C 1.675 1.996 -0.474
C 1.837 1.693 1.017
C 0.563 1.131 1.665
C 0.052 -0.148 1.003
N 1.107 -1.171 0.969
C 0.643 -2.368 0.350
C 0.471 -2.361 -1.158
O 0.372 -3.351 0.991
H 7.270 -0.128 0.739
H 8.301 0.454 -0.576
H 7.648 -1.194 -0.616
H 6.425 0.705 -2.074
H 5.425 -0.439 -1.165
H 1.599 3.063 -0.680
H 0.794 1.516 -0.908
H 2.147 2.604 1.530
H 2.648 0.978 1.169
H -0.237 1.880 1.658
H 0.782 0.897 2.710
H -0.783 -0.556 1.581
H -0.345 0.077 0.001
H 1.885 -0.836 0.394
H 0.938 -3.256 -1.568
H -0.596 -2.405 -1.392
H 0.914 -1.481 -1.624
C -1.444 7.899 -1.519
C -0.786 6.648 -2.081
N -1.627 5.469 -1.975
C -0.909 4.223 -2.206
C -0.317 3.965 -3.595
C -2.938 5.575 -2.590
C -3.002 5.941 -4.079
H -1.794 7.721 -0.501
H -0.726 8.719 -1.500
H -2.295 8.223 -2.121
H 0.123 6.437 -1.512
H -0.456 6.853 -3.112
H -1.582 3.401 -1.943
H -0.091 4.189 -1.484
H -1.085 3.734 -4.334
H 0.370 3.117 -3.544
H 0.257 4.822 -3.952
H -3.517 6.316 -2.032
H -3.444 4.620 -2.429
H -2.361 6.793 -4.308
H -4.025 6.218 -4.347
H -2.701 5.115 -4.722
C -0.842 -7.320 1.905
C -2.291 -7.275 2.365
N -2.479 -6.475 3.563
C -3.779 -6.645 4.180
C -5.018 -6.196 3.394
C -1.977 -5.107 3.481
C -2.502 -4.220 2.350
H -0.192 -7.634 2.723
H -0.737 -8.034 1.086
H -0.494 -6.352 1.543
H -2.626 -8.289 2.607
H -2.916 -6.940 1.521
H -3.759 -6.121 5.141
H -3.887 -7.709 4.414
H -5.094 -5.112 3.335
H -5.920 -6.567 3.886
H -5.011 -6.591 2.377
H -0.890 -5.154 3.389
H -2.171 -4.633 4.447
H -2.484 -4.744 1.393
H -1.849 -3.354 2.245
H -3.518 -3.864 2.525
```

Calculated values
M   487.75 g/mol
Orbital gap   0.3210 Eh
Charge   -1

5.
Formula: C21H30CrN2Si
Source: the OMol25 dataset
Level of theory: ωB97M-V/def2-TZVPD

```
55
C21H30CrN2Si | the OMol25 dataset | ωB97M-V/def2-TZVPD
C 0.366 -0.464 4.061
C 1.262 -1.047 3.109
C 1.968 0.027 2.451
H 1.521 -2.105 3.055
C 1.378 1.263 2.894
C 0.464 0.955 3.951
H 0.063 1.676 4.666
H -0.150 -1.005 4.859
H 2.878 -0.065 1.871
H 1.739 2.254 2.625
Cr -0.035 0.028 1.537
C -2.742 1.569 -2.375
H -1.687 1.555 -2.660
H -2.937 2.362 -1.657
H -3.015 0.578 -1.993
Si 0.647 -0.414 -0.683
C 0.396 -1.753 -1.969
C 1.213 -2.916 -1.985
H 1.934 -3.084 -1.176
C 1.117 -3.853 -3.029
H 1.756 -4.743 -3.023
C 0.195 -3.662 -4.067
H 0.071 -4.419 -4.846
C -0.541 -2.472 -4.114
H -1.200 -2.274 -4.967
C -0.466 -1.539 -3.065
H -1.075 -0.628 -3.095
C 1.974 0.636 -1.490
C 2.630 0.111 -2.628
H 2.368 -0.885 -3.007
C 3.552 0.866 -3.353
H 4.045 0.413 -4.214
C 3.797 2.191 -2.984
H 4.388 2.832 -3.639
C 3.256 2.683 -1.789
H 3.563 3.663 -1.431
C 2.309 1.942 -1.065
H 1.791 2.393 -0.210
H 1.406 -1.116 0.404
H -3.343 1.749 -3.255
N -1.864 -1.157 1.842
C -3.147 -0.538 2.299
C -2.969 0.401 3.478
C -2.348 1.740 3.132
N -1.407 1.685 1.968
H -2.044 -1.600 0.936
H -1.609 -1.944 2.449
H -3.600 -0.014 1.451
H -3.840 -1.332 2.594
H -3.958 0.608 3.919
H -2.376 -0.062 4.282
H -3.126 2.469 2.881
H -1.811 2.143 3.997
H -0.842 2.539 1.977
H -1.918 1.759 1.083
```

Calculated values
M   390.57 g/mol
Orbital gap (alpha / beta)   0.2430 / 0.2929 Eh
Charge   +1
2S+1   4

6.
Formula: C6H11N4
Source: the OMol25 dataset
Level of theory: ωB97M-V/def2-TZVPD

```
21
C6H11N4 | the OMol25 dataset | ωB97M-V/def2-TZVPD
C -1.276 -0.999 0.098
C -2.514 -0.712 -0.130
C 0.823 1.284 0.859
C 1.357 -0.478 -0.569
C -0.696 -1.956 1.136
C 0.627 1.830 -1.592
N -0.093 -0.345 -0.718
N 1.479 0.156 1.501
N 1.816 -0.739 0.794
N 0.655 0.791 -0.551
H -2.648 0.214 -0.706
H -3.264 -1.232 0.377
H -0.079 1.458 1.255
H 1.468 2.068 1.031
H 1.935 -0.713 -1.431
H -1.468 -2.639 1.616
H -0.165 -1.441 1.912
H 0.164 -2.644 0.771
H 0.783 1.317 -2.601
H -0.313 2.305 -1.717
H 1.411 2.476 -1.338
```

Calculated values
Energy relative to the best compared isomer or geometry (same formula, charge and spin)   601.86 kJ/mol
SMILES string   C=C(C)N1[C@@H]2N=NC[N@@+]21C
M   139.18 g/mol
Orbital gap   0.3601 Eh
Charge   +1

7.
Formula: C3H6OS
Source: the OMol25 dataset
Level of theory: ωB97M-V/def2-TZVPD

```
11
C3H6OS | the OMol25 dataset | ωB97M-V/def2-TZVPD
C 0.721 -0.051 -0.336
C -1.896 -0.257 0.352
C 2.057 0.358 0.162
O -3.175 -0.248 -0.144
S -0.723 0.884 -0.147
H 0.551 -1.131 -0.488
H -1.761 -1.049 1.027
H 2.811 0.000 -0.583
H 2.201 -0.205 1.018
H 2.278 1.457 0.094
H -3.065 0.242 -0.956
```

Calculated values
Energy relative to the best compared isomer or geometry (same formula, charge and spin)   339.17 kJ/mol
M   90.15 g/mol
Orbital gap (alpha / beta)   0.2735 / 0.2927 Eh
Charge   0

8.
Formula: C3H9N4
Source: the OMol25 dataset
Level of theory: ωB97M-V/def2-TZVPD

```
16
C3H9N4 | the OMol25 dataset | ωB97M-V/def2-TZVPD
C -2.234 0.523 -0.305
C 1.396 1.029 0.583
C 1.648 -1.338 0.547
N -1.091 0.676 -0.556
N 1.472 -0.077 -0.025
N -3.484 0.473 0.086
N 0.998 -0.081 -1.232
H 0.981 1.879 -0.046
H 1.465 1.252 1.584
H 0.573 -1.811 0.793
H 2.064 -1.989 -0.171
H 2.314 -1.243 1.356
H -3.836 -0.401 -0.012
H -3.860 1.103 0.792
H 1.013 -0.808 -1.893
H 0.582 0.814 -1.503
```

Calculated values
Energy relative to the best compared isomer or geometry (same formula, charge and spin)   392.64 kJ/mol
M   101.13 g/mol
Orbital gap   0.3658 Eh
Charge   +1

9.
Formula: C3H6BrP3
Source: the OMol25 dataset
Level of theory: ωB97M-V/def2-TZVPD

```
13
C3H6BrP3 | the OMol25 dataset | ωB97M-V/def2-TZVPD
C -0.356 0.816 1.113
C 0.066 -0.530 0.770
C -0.027 -0.797 -0.754
P 0.260 2.218 0.111
P -1.485 0.080 -1.533
P -1.824 1.487 0.181
Br 3.464 -0.637 -0.179
H -0.484 1.017 2.111
H 0.990 -0.959 1.171
H -0.665 -1.129 1.260
H 1.034 -0.721 -1.307
H -0.098 -1.860 -0.638
H -0.876 1.015 -2.306
```

Calculated values
Energy relative to the best compared isomer or geometry (same formula, charge and spin)   99.78 kJ/mol
M   214.91 g/mol
Orbital gap (alpha / beta)   0.1380 / 0.1379 Eh
Charge   0

10.
Formula: C4H15N5
Source: the OMol25 dataset
Level of theory: ωB97M-V/def2-TZVPD

```
24
C4H15N5 | the OMol25 dataset | ωB97M-V/def2-TZVPD
C 1.260 -0.896 0.744
C 1.977 0.101 1.637
N 1.646 -1.125 -0.525
N 2.436 -0.214 -1.115
H -0.070 -0.984 -1.429
H 2.415 -0.295 -2.121
H 2.389 0.750 -0.796
H 0.952 -1.817 1.227
H -0.040 -0.246 0.506
H 1.577 0.040 2.649
H 3.051 -0.104 1.684
H 1.852 1.131 1.291
C -2.194 0.450 0.794
N -1.011 0.365 -0.065
N -0.464 1.631 -0.449
C -1.163 -0.680 -1.334
N -2.000 -1.681 -1.028
H -0.270 2.163 0.397
H -1.167 2.150 -0.973
H -2.341 -2.123 -1.879
H -1.360 -0.011 -2.199
H -1.944 0.948 1.735
H -2.984 1.011 0.284
H -2.547 -0.564 0.963
```

Calculated values
Energy relative to the best compared isomer or geometry (same formula, charge and spin)   567.31 kJ/mol
M   133.20 g/mol
Orbital gap (alpha / beta)   0.2220 / 0.2221 Eh
Charge   0

11.
Formula: C4H6NO
Source: the OMol25 dataset
Level of theory: ωB97M-V/def2-TZVPD

```
12
C4H6NO | the OMol25 dataset | ωB97M-V/def2-TZVPD
C 0.335 0.143 0.650
C -0.571 0.286 -0.321
C 1.679 -0.655 -1.000
C -2.038 0.443 0.221
N 1.621 -0.058 0.147
O 2.569 0.294 0.897
H 0.270 0.146 1.694
H 0.791 -0.892 -1.604
H 2.518 -0.903 -1.704
H -2.707 1.114 -0.280
H -1.934 0.593 1.259
H -2.532 -0.510 0.040
```

Calculated values
Energy relative to the best compared isomer or geometry (same formula, charge and spin)   222.78 kJ/mol
M   84.10 g/mol
Orbital gap   0.2534 Eh
Charge   -1

12.
Formula: C27H88KNO20
Source: the OMol25 dataset
Level of theory: ωB97M-V/def2-TZVPD

```
137
C27H88KNO20 | the OMol25 dataset | ωB97M-V/def2-TZVPD
K -2.735 2.591 2.103
N -0.215 -0.429 1.152
O 0.658 -1.327 1.130
O -1.401 -0.790 1.085
O 0.059 0.744 1.159
O 5.452 -3.091 1.162
H 5.859 -3.005 0.300
H 4.524 -3.232 0.975
O -3.312 -4.323 2.139
H -3.772 -3.584 2.536
H -4.006 -4.935 1.893
O -0.322 -4.012 1.497
H -0.007 -3.109 1.452
H -1.262 -3.930 1.656
O -1.198 2.833 4.299
H -0.778 3.568 4.746
H -0.869 2.057 4.752
O 0.308 -6.314 0.304
H -0.042 -5.483 0.624
H -0.083 -6.975 0.876
O 0.233 3.452 0.631
H 0.095 2.514 0.499
H 1.081 3.511 1.071
O -5.277 -3.347 0.013
H -4.418 -2.951 -0.138
H -5.082 -4.215 0.365
O 2.631 -4.011 0.741
H 2.151 -3.186 0.672
H 1.974 -4.686 0.571
C 3.633 0.448 1.413
C 4.524 1.437 0.621
C 3.824 2.685 0.239
O 5.546 1.696 1.489
H 4.145 -0.329 1.982
H 2.891 0.011 0.745
H 2.957 1.049 2.021
H 4.992 0.800 -0.130
H 2.816 2.583 -0.163
H 4.388 3.210 -0.532
H 3.672 3.396 1.052
H 5.109 2.162 2.206
C 2.804 -1.576 5.360
C 2.632 -3.061 5.297
C 3.175 -3.627 3.996
O 3.371 -3.626 6.307
H 1.943 -1.014 4.998
H 3.649 -1.144 4.823
H 3.000 -1.264 6.386
H 1.580 -3.306 5.442
H 4.223 -3.369 3.844
H 2.655 -3.163 3.157
H 3.169 -4.704 3.834
H 3.160 -3.040 7.038
C 2.897 2.481 -3.078
C 3.471 3.687 -3.868
C 4.348 3.290 -5.039
O 2.345 4.400 -4.207
H 3.651 1.807 -2.670
H 2.197 1.842 -3.616
H 2.356 2.902 -2.231
H 4.144 4.224 -3.200
H 5.274 2.778 -4.777
H 4.663 4.150 -5.630
H 3.816 2.702 -5.787
H 1.681 4.409 -3.514
C -1.017 -2.518 -2.510
C -2.220 -3.207 -1.809
C -1.951 -4.615 -1.438
O -2.704 -2.525 -0.662
H -1.506 -1.689 -3.021
H -0.608 -3.074 -3.354
H -0.331 -2.228 -1.714
H -3.072 -3.359 -2.471
H -1.217 -5.189 -2.004
H -2.849 -5.209 -1.607
H -1.620 -4.638 -0.400
H -2.108 -1.834 -0.366
C -6.280 0.032 0.900
C -5.285 0.410 -0.172
C -5.813 1.585 -0.941
O -4.069 0.731 0.402
H -6.513 0.745 1.692
H -5.845 -0.845 1.379
H -7.203 -0.370 0.481
H -5.100 -0.333 -0.948
H -5.553 1.514 -1.997
H -5.353 2.505 -0.582
H -6.903 1.582 -0.919
H -3.624 -0.085 0.641
C 4.909 -0.626 -4.496
C 3.855 -1.697 -4.408
C 3.438 -1.980 -3.047
O 2.703 -1.229 -5.097
H 4.976 -0.184 -5.490
H 5.902 -1.007 -4.256
H 4.729 0.226 -3.841
H 4.194 -2.613 -4.893
H 4.212 -2.626 -2.631
H 2.566 -2.633 -3.022
H 3.123 -1.155 -2.409
H 2.306 -2.067 -5.346
C -2.517 2.039 -3.284
C -1.122 2.256 -2.727
C -0.355 0.934 -2.538
O -0.430 3.068 -3.597
H -3.067 1.219 -2.822
H -2.445 1.869 -4.358
H -3.018 2.991 -3.107
H -1.334 2.800 -1.806
H -0.209 0.334 -3.436
H -0.853 0.320 -1.788
H 0.627 1.144 -2.114
H -0.129 2.530 -4.333
C -1.254 -1.303 4.044
C -2.765 -1.429 4.292
C -3.447 -0.196 4.856
O -3.382 -1.626 3.091
H -0.892 -2.140 3.448
H -0.696 -1.434 4.971
H -0.915 -0.308 3.756
H -2.780 -2.328 4.909
H -3.474 0.589 4.101
H -2.965 0.107 5.786
H -4.470 -0.356 5.196
H -2.854 -1.227 2.396
C -3.582 6.610 -0.413
C -2.588 5.435 -0.712
C -1.255 6.031 -1.272
O -2.307 4.682 0.407
H -4.486 6.339 0.132
H -3.924 6.961 -1.387
H -3.035 7.366 0.151
H -3.033 4.823 -1.497
H -1.528 6.599 -2.162
H -0.568 5.258 -1.615
H -0.642 6.654 -0.620
H -1.418 4.329 0.331
```

Calculated values
M   786.09 g/mol
Orbital gap   0.3292 Eh
Charge   0